This record from the OMol25 dataset describes the molecule C3H6N2O. The level of theory is ωB97M-V/def2-TZVPD.

```
12
Properties=species:S:1:pos:R:3:forces:R:3:lowdin_charge:R:1
H -2.6710 -1.1768 2.0091 0.067 0.054 0.038 0.04
C -1.1590 -0.7926 0.9639 -0.106 0.022 0.100 -0.27
H -1.1013 -1.7492 0.4356 -0.051 0.110 0.229 0.13
H 0.7974 1.8824 -1.0022 0.108 -0.143 -0.004 0.08
N -0.1910 0.0994 0.5265 -0.080 0.020 0.023 0.08
C 0.6980 -0.2301 -0.4794 0.014 -0.184 -0.168 -0.52
C 1.3284 0.9453 -1.1920 0.041 0.057 -0.051 0.00
H -0.2800 1.0502 0.8611 0.018 -0.130 -0.158 0.14
N -2.0013 -0.4303 1.8397 0.127 -0.226 -0.222 0.08
H 2.3771 1.0644 -0.9068 -0.125 -0.096 0.016 0.09
O 0.9029 -1.3862 -0.7942 -0.065 0.464 0.058 0.06
H 1.2953 0.7244 -2.2614 0.053 0.051 0.138 0.09
```
Positions in Å, forces in eV/Å.

Output
2S+1: 1
SMILES: [H]/N=C/NC(C)=O
LUMO level (Eh): 0.0323
DFT total energy (a.u.): -302.67715
Orbital gap (eV): 10.82